1.
Entry from the Open Molecules 2025 dataset: C25H21ClF4IN3O2Pd as an isolated structure at a distorted geometry (the ωB97M-V functional and the def2-TZVPD basis).

Values from the calculation:
- frontier orbital gap (Eh) = 0.2325
- highest occupied orbital energy (eV) = -7.6
- strongest force on any atom (Eh/bohr) = 0.09605

ORCA input file:
```
! RIJCOSX wB97M-V def2-TZVPD def2/J DEFGRID3
* xyz 0 1
Pd -0.80591 -0.60719 0.95474
C -3.64932 0.94425 1.34326
N -2.71414 0.86625 0.22816
C -2.49824 2.18439 -0.34514
C -3.11251 -0.08909 -0.80809
C -3.18543 -1.51336 -0.30405
N -1.88127 -2.03389 0.11180
C -1.81769 -3.35524 0.53690
C -0.54434 -3.93952 0.62463
F 0.53759 -3.18987 0.31472
C -0.33277 -5.24335 1.00591
F 0.92677 -5.69951 1.06473
C -1.38569 -6.08829 1.30266
C -2.64813 -5.55249 1.20530
F -3.71508 -6.31627 1.49124
C -2.87376 -4.23409 0.84517
F -4.16203 -3.84108 0.84852
H -4.63193 1.31705 1.01872
H -3.24591 1.62132 2.09619
H -3.76959 -0.02593 1.81769
H -3.43611 2.63309 -0.70431
H -1.81085 2.11722 -1.18919
H -2.07081 2.84960 0.40756
H -2.38325 -0.01846 -1.62091
H -4.10064 0.17004 -1.22423
H -3.55013 -2.12972 -1.13287
H -3.93536 -1.57391 0.48022
H -1.22700 -7.11336 1.60102
I -1.25987 -1.52010 3.33053
O 0.17456 1.19007 1.53407
C 0.59476 1.62683 0.47858
N 0.57568 0.94441 -0.77658
C 1.03969 1.92099 -1.74070
O 1.15218 1.73109 -2.91553
C 1.37258 3.17479 -1.03376
C 1.84852 4.37566 -1.52264
C 2.07899 5.38321 -0.59549
C 1.82856 5.18993 0.76496
C 1.33826 3.98293 1.24287
C 1.12979 2.98348 0.31041
H 2.03089 4.51825 -2.57889
H 2.45493 6.34055 -0.93118
H 2.01505 6.00031 1.45683
H 1.13144 3.82600 2.29268
Cl 2.35659 -1.00771 1.77401
C 3.24549 -0.59138 0.32659
C 4.62480 -0.49421 0.43311
C 5.38033 -0.11769 -0.66210
C 4.76698 0.17865 -1.85535
C 3.38341 0.10417 -1.96085
C 2.58910 -0.28096 -0.89073
C 1.07737 -0.34417 -1.09238
H 5.09858 -0.72157 1.37796
H 6.45702 -0.05687 -0.57144
H 5.36104 0.47941 -2.70816
H 2.89383 0.35818 -2.88981
H 0.73742 -0.27256 -2.11123
H 0.54556 -1.04030 -0.45606
*
```



2.
Entry from the Open Molecules 2025 dataset: C3H5MnO4 as an isolated structure at a distorted geometry (the ωB97M-V functional and the def2-TZVPD basis).

Values from the calculation:
- frontier orbital gap (alpha / beta) (Eh) = 0.2740 / 0.3533
- highest occupied orbital energy (alpha / beta) (eV) = -7.3 / -9.9
- strongest force on any atom (Eh/bohr) = 0.06020
- energy relative to the best compared isomer or geometry (same formula, charge and spin) (eV) = 0.781

ORCA input file:
```
! RIJCOSX wB97M-V def2-TZVPD def2/J DEFGRID3
* xyz 0 7
O -0.09870 -1.92581 0.90713
C 0.30814 -1.15063 0.04036
C -0.33832 1.30380 0.40360
O 0.78213 0.48045 0.64161
O -0.53815 -0.62689 -0.92043
C -1.32603 0.41160 -0.35713
H -0.07727 2.18960 -0.19687
H -0.78163 1.64245 1.35221
H -1.83209 0.94115 -1.17211
H -2.05875 -0.03084 0.33413
O 1.52185 -1.46065 -0.62676
H 1.89606 -2.25503 -0.22773
Mn 2.54275 0.48081 -0.17802
*
```



3.
Entry from the Open Molecules 2025 dataset: C10H6Br2MgN2S4 as an isolated structure (the ωB97M-V functional and the def2-TZVPD basis).

Values from the calculation:
- frontier orbital gap (Eh) = 0.2000
- highest occupied orbital energy (eV) = -6.9
- strongest force on any atom (Eh/bohr) = 0.01027

ORCA input file:
```
! RIJCOSX wB97M-V def2-TZVPD def2/J DEFGRID3
* xyz 0 1
Mg -1.50074 -1.50074 0.00000
Br 5.21237 -0.35616 0.06269
C 3.37065 -0.70424 0.05369
C 2.90991 -2.00450 0.07086
C 1.54019 -2.20373 0.06108
N 0.66682 -1.19442 0.04369
C 1.12615 0.06215 0.02079
C 2.47492 0.35562 0.02460
C 0.06215 1.12616 -0.02076
C 0.35563 2.47492 -0.02459
C -0.70423 3.37065 -0.05370
Br -0.35616 5.21237 -0.06272
C -2.00450 2.90992 -0.07088
C -2.20373 1.54020 -0.06106
N -1.19442 0.66682 -0.04367
H 3.58577 -2.84650 0.08917
H 1.11686 -3.20061 0.06427
H 2.84003 1.37078 0.00264
H 1.37078 2.84003 -0.00264
H -2.84649 3.58578 -0.08920
H -3.20061 1.11688 -0.06425
S -3.83082 -1.29227 0.58248
S -4.16258 -3.33573 0.83477
S -3.33570 -4.16261 -0.83477
S -1.29225 -3.83080 -0.58251
*
```